Entry 1
An isolated molecule of C5H12O2, computed with wB97M-V/def2-TZVPD.

Calculated values
**E_HOMO**: -9.788 eV
**Lowest unoccupied orbital energy**: 0.83 eV
**Orbital gap**: 10.620 eV

Each line ends with the Löwdin charge.
Positions of all 19 atoms, in Å:
C: 2.486 0.328 1.429  -0.104
C: 0.982 0.391 1.140  -0.223
C: 0.424 -0.109 -0.213  -0.311
O: 0.400 -1.519 -0.229  -0.051
C: -1.202 0.294 -0.512  -0.326
C: -1.676 -0.240 -1.874  -0.062
O: -2.174 -0.116 0.492  -0.070
H: 2.851 -0.701 1.400  0.071
H: 3.029 0.925 0.693  0.068
H: 2.704 0.719 2.439  0.076
H: 0.501 -0.178 1.936  0.112
H: 0.676 1.433 1.202  0.106
H: 1.094 0.334 -1.011  0.157
H: -0.466 -1.576 0.232  0.092
H: -1.196 1.379 -0.473  0.120
H: -1.794 -1.332 -1.928  0.087
H: -2.641 0.184 -2.196  0.081
H: -0.939 0.040 -2.621  0.076
H: -3.061 -0.255 0.094  0.101

Entry 2
A cluster of 2 separate species, C5H12O2 in total, computed with wB97M-V/def2-TZVPD.

Calculated values
**E_HOMO (spin up / spin down)**: -7.693 / -7.967 eV
**Lowest unoccupied orbital energy (spin up / spin down)**: -0.04 / 0.63 eV
**Orbital gap (spin up / spin down)**: 7.654 / 8.597 eV

Each line ends with the Löwdin charge.
Positions of all 19 atoms, in Å:
C: -1.207 -1.480 -2.071  -0.112
C: -0.667 -1.322 -0.688  -0.109
C: -0.443 -0.048 -0.023  -0.495
O: -1.319 0.072 1.070  -0.019
C: 0.918 0.509 0.205  -0.072
C: 1.060 1.835 0.874  -0.239
O: 0.494 1.738 2.197  -0.088
H: -1.101 -2.510 -2.426  0.070
H: -2.292 -1.278 -2.057  0.085
H: -0.766 -0.796 -2.806  0.073
H: 1.589 -2.034 0.567  0.086
H: -0.962 -2.107 0.007  0.100
H: -0.761 0.685 -0.819  0.162
H: -0.818 0.499 1.790  0.068
H: 1.703 0.203 -0.478  0.095
H: 1.624 -1.330 0.869  0.056
H: 0.577 2.674 0.342  0.127
H: 2.130 2.070 0.956  0.114
H: 0.240 2.621 2.490  0.099

Entry 3
An isolated molecule of C5H12O2, computed with wB97M-V/def2-TZVPD.

Calculated values
**E_HOMO**: -9.898 eV
**Lowest unoccupied orbital energy**: 0.97 eV
**Orbital gap**: 10.873 eV

Each line ends with the Löwdin charge.
Positions of all 19 atoms, in Å:
C: -1.638 -0.231 1.624  -0.110
O: -0.398 -0.560 1.057  -0.168
C: -0.198 0.279 -0.052  -0.338
C: -0.593 1.899 0.237  -0.038
C: 1.241 -0.010 -0.560  -0.125
C: 1.499 -1.268 -1.430  -0.268
O: 1.431 -2.503 -0.748  -0.065
H: -2.478 -0.577 1.003  0.097
H: -1.648 0.867 1.605  0.045
H: -1.691 -0.659 2.628  0.097
H: -0.920 -0.007 -0.840  0.134
H: -0.929 2.386 1.187  0.072
H: -1.400 2.194 -0.449  0.072
H: 0.299 2.463 0.004  0.049
H: 1.909 -0.087 0.309  0.126
H: 1.555 0.850 -1.156  0.109
H: 0.845 -1.271 -2.319  0.114
H: 2.530 -1.222 -1.812  0.117
H: 0.584 -2.542 -0.288  0.079

Entry 4
A cluster of 3 separate species, C5H12O2 in total, computed with wB97M-V/def2-TZVPD.

Calculated values
**E_HOMO**: -9.083 eV
**Lowest unoccupied orbital energy**: 0.60 eV
**Orbital gap**: 9.682 eV

Each line ends with the Löwdin charge.
Positions of all 19 atoms, in Å:
C: -0.179 0.703 -2.429  -0.052
C: -0.574 -0.212 -1.292  -0.363
C: -1.789 -0.098 -0.744  0.027
C: 1.023 -2.102 -1.247  0.012
C: 0.544 -0.991 -0.667  -0.160
H: -0.191 1.685 -1.957  0.086
H: -0.915 0.715 -3.227  0.079
H: 0.780 0.483 -2.886  0.074
H: -2.655 0.141 -1.343  0.065
H: -2.041 -0.539 0.215  0.055
H: 0.329 -2.893 -1.525  0.069
H: 2.088 -2.276 -1.138  0.052
H: 0.961 -0.473 0.199  0.094
H: 1.909 2.476 4.333  0.029
H: 0.882 1.509 3.616  -0.007
O: 1.015 2.384 3.990  -0.065
H: -0.680 0.182 1.365  -0.008
H: -0.290 -0.796 2.535  0.055
O: -0.217 0.102 2.203  -0.042

What should be chosen as the most stable of them? Choose entry 1.

Entry 1
A cluster of 2 separate species, C5H12O2 in total, computed with wB97M-V/def2-TZVPD.

Calculated values
**E_HOMO**: -9.927 eV
**Lowest unoccupied orbital energy**: 0.87 eV
**Orbital gap**: 10.793 eV

Each line ends with the Löwdin charge.
Positions of all 19 atoms, in Å:
O: 0.235 2.782 0.173  0.053
C: -0.426 2.425 -0.758  -0.271
C: -0.820 0.993 -1.108  -0.148
C: 0.146 -0.021 -0.490  -0.210
C: -0.289 -1.258 0.354  -0.229
C: -0.068 -2.462 -0.542  -0.136
H: -1.033 3.181 -1.311  0.120
H: -0.776 0.995 -2.200  0.110
H: -1.845 0.897 -0.757  0.118
H: 0.842 0.539 0.136  0.081
H: 0.794 -0.337 -1.310  0.107
H: -1.344 -1.156 0.627  0.104
H: 0.274 -1.262 1.273  0.087
H: 0.992 -2.605 -0.695  0.070
H: -0.683 -2.564 -1.443  0.080
H: -0.287 -3.465 -0.129  0.069
H: 1.674 1.814 2.928  0.045
H: 0.847 0.634 2.533  0.018
O: 1.766 0.869 2.719  -0.066

Entry 2
An isolated molecule of C5H12O2, computed with wB97M-V/def2-TZVPD.

Calculated values
**E_HOMO**: -9.772 eV
**Lowest unoccupied orbital energy**: 0.81 eV
**Orbital gap**: 10.585 eV

Each line ends with the Löwdin charge.
Positions of all 19 atoms, in Å:
C: 1.961 -0.275 1.463  -0.065
C: 0.949 0.945 0.960  -0.115
C: 0.329 0.435 -0.347  -0.364
O: 0.797 -0.892 -0.540  -0.110
C: -1.199 0.307 -0.411  -0.381
C: -1.585 -0.206 -1.793  -0.045
O: -1.507 -0.654 0.604  -0.041
H: 1.981 -1.340 1.120  0.079
H: 2.973 0.033 1.203  0.059
H: 1.799 -0.371 2.524  0.047
H: 0.170 1.254 1.690  0.104
H: 1.495 1.899 0.786  0.103
H: 0.689 1.004 -1.211  0.149
H: 0.278 -1.386 0.121  0.086
H: -1.724 1.246 -0.185  0.146
H: -0.968 -1.077 -2.035  0.085
H: -2.642 -0.488 -1.840  0.079
H: -1.401 0.562 -2.553  0.087
H: -2.395 -0.994 0.444  0.100

What should be chosen as the most stable of them? Choose entry 1.

Entry 1
A cluster of 2 separate species, C5H12O2 in total, computed with wB97M-V/def2-TZVPD.

Calculated values
**E_HOMO**: -8.985 eV
**Lowest unoccupied orbital energy**: 0.76 eV
**Orbital gap**: 9.747 eV

Each line ends with the Löwdin charge.
Positions of all 19 atoms, in Å:
C: 2.035 -0.910 1.161  -0.163
C: 0.586 1.582 0.814  -0.020
C: 0.147 0.994 -0.293  -0.162
O: 1.237 -1.185 0.019  -0.151
C: -1.231 0.377 -0.410  -0.429
C: -1.534 -0.196 -1.788  -0.049
O: -1.395 -0.633 0.597  -0.059
H: 2.532 -1.840 1.429  0.073
H: 2.797 -0.154 0.921  0.081
H: 1.492 -0.536 2.043  0.080
H: 0.014 1.554 1.737  0.074
H: 1.543 2.091 0.833  0.063
H: 0.745 1.004 -1.202  0.115
H: 0.328 -1.364 0.310  0.050
H: -1.936 1.190 -0.194  0.140
H: -0.890 -1.055 -2.005  0.088
H: -2.582 -0.519 -1.847  0.080
H: -1.378 0.559 -2.564  0.085
H: -2.286 -0.998 0.495  0.104

Entry 2
A cluster of 2 separate species, C5H12O2 in total, computed with wB97M-V/def2-TZVPD.

Calculated values
**E_HOMO**: -8.895 eV
**Lowest unoccupied orbital energy**: 0.94 eV
**Orbital gap**: 9.837 eV

Each line ends with the Löwdin charge.
Positions of all 19 atoms, in Å:
C: 0.806 -0.417 -1.899  -0.119
C: 0.661 1.071 -2.115  -0.092
O: -0.043 -0.904 -0.624  -0.273
O: -1.456 -1.125 -0.775  -0.037
H: -1.841 -0.428 -0.217  0.065
H: 0.396 -1.006 -2.720  0.107
H: 1.821 -0.737 -1.669  0.112
H: 1.123 1.626 -1.300  0.069
H: 1.154 1.358 -3.046  0.077
H: -0.391 1.342 -2.182  0.078
C: 0.107 -1.070 2.268  -0.097
C: 0.041 0.147 1.395  -0.280
C: -0.972 1.036 1.478  -0.039
H: 1.006 0.481 0.990  0.104
H: 0.685 -0.867 3.168  0.077
H: 0.613 -1.874 1.733  0.070
H: -0.890 -1.425 2.521  0.078
H: -1.853 0.827 2.067  0.054
H: -0.966 1.964 0.927  0.046

What should be chosen as the most stable of them? Choose entry 1.

Entry 1
A cluster of 3 separate species, C2H8NO4 in total, computed with wB97M-V/def2-TZVPD.

Calculated values
**Charge**: +1
**E_HOMO**: -14.609 eV
**Lowest unoccupied orbital energy**: -5.20 eV
**Orbital gap**: 9.407 eV

Each line ends with the Löwdin charge.
Positions of all 15 atoms, in Å:
C: -1.728 2.039 0.529  0.185
C: 1.607 0.599 0.074  -0.688
N: -1.918 0.906 -0.026  0.212
O: 2.764 0.349 0.031  0.186
O: 1.109 1.868 0.282  0.063
O: 2.438 -2.624 -0.467  -0.116
O: 0.612 -0.136 -0.175  0.149
H: -0.791 2.548 0.603  0.100
H: -2.580 2.527 0.816  0.095
H: -1.130 0.253 -0.310  0.139
H: 2.319 -3.472 -1.009  0.085
H: -2.838 0.587 -0.304  0.158
H: 3.450 -2.682 -0.307  0.104
H: 1.897 2.348 0.701  0.181
H: 0.865 -1.080 -0.154  0.147

Entry 2
The ion C2H8NO4 with charge +1, computed with wB97M-V/def2-TZVPD.

Calculated values
**Charge**: +1
**E_HOMO**: -14.074 eV
**Lowest unoccupied orbital energy**: -3.62 eV
**Orbital gap**: 10.454 eV

Each line ends with the Löwdin charge.
Positions of all 15 atoms, in Å:
C: 0.690 0.859 -0.622  -0.063
C: 0.403 -0.380 0.374  -0.598
N: -0.307 0.765 -1.651  0.121
O: 0.038 -1.397 -0.432  0.091
O: 1.368 -0.469 1.257  0.155
O: -1.354 -0.762 2.064  0.002
O: -0.840 0.192 1.119  -0.109
H: 0.713 1.843 -0.168  0.148
H: 1.645 0.611 -1.166  0.170
H: -1.314 0.842 -1.177  0.230
H: -0.204 -0.313 -1.913  0.202
H: -0.154 1.320 -2.574  0.221
H: 0.152 -2.254 0.031  0.176
H: 1.081 -0.549 2.163  0.141
H: -1.918 -0.307 2.695  0.113

What should be chosen as the most stable of them? Choose entry 1.